Run a
Formula: C3H9NS2
Source: the Open Molecules 2025 dataset
Level of theory: the ωB97M-V functional and the def2-TZVPD basis

Each line ends with the Löwdin charge.
Atoms and positions in Å:
N (1.545, 0.904, -1.945)  -0.0197
C (0.711, -0.101, -1.261)  -0.4208
C (1.074, -0.065, 0.188)  -0.7349
S (0.652, 1.370, 1.050)  0.7410
S (-1.356, -1.744, 0.148)  0.6651
C (-1.772, -0.300, 1.108)  -0.6215
H (1.338, 1.778, -1.459)  0.0287
H (1.297, 1.125, -2.903)  0.0648
H (0.863, -1.102, -1.652)  0.1016
H (-0.336, 0.180, -1.368)  0.0686
H (2.084, -0.393, 0.430)  0.0900
H (0.418, -0.882, 0.691)  -0.0013
H (-2.775, -0.474, 1.495)  0.0403
H (-1.701, 0.617, 0.513)  -0.0020
H (-1.066, -0.106, 1.932)  0.0002

Charge: 0
E_HOMO: -8.9251 eV



Run b
Formula: C3H9NS2
Source: the Open Molecules 2025 dataset
Level of theory: the ωB97M-V functional and the def2-TZVPD basis

Each line ends with the Löwdin charge.
Atoms and positions in Å:
N (-1.436, -1.719, 0.484)  -0.0156
C (-0.829, -0.555, -0.073)  -0.3401
C (-0.072, 0.268, 0.982)  -0.2553
C (1.086, 1.076, 0.366)  -0.5392
S (2.201, -0.020, -0.563)  0.4498
S (1.659, 0.298, -2.624)  0.2686
H (-2.101, -1.679, 1.256)  0.0758
H (-1.941, -2.303, -0.131)  0.0477
H (-1.486, 0.034, -0.583)  0.0736
H (0.023, -0.905, -0.787)  0.0509
H (0.244, -0.457, 1.774)  0.1189
H (-0.715, 1.040, 1.433)  0.1085
H (1.700, 1.582, 1.076)  0.0602
H (0.679, 1.769, -0.255)  0.0121
H (0.989, 1.571, -2.355)  -0.1159

Charge: 0
E_HOMO: -8.2670 eV



Run c
Formula: C3H9NS2
Source: the Open Molecules 2025 dataset
Level of theory: the ωB97M-V functional and the def2-TZVPD basis

Each line ends with the Löwdin charge.
Atoms and positions in Å:
C (-2.346, 0.295, 3.327)  -0.0384
C (-2.561, 1.098, 2.269)  -0.2871
N (-1.488, 1.787, 1.688)  0.0095
H (-1.358, 0.038, 3.712)  0.0481
H (-3.051, -0.171, 3.969)  0.0218
H (-3.451, 1.146, 1.648)  0.1002
H (-0.842, 1.973, 2.443)  0.0760
H (-1.732, 2.622, 1.187)  0.0702
C (2.988, -0.557, -2.297)  -0.5290
S (2.444, -0.847, -3.945)  0.3392
S (1.028, -2.208, -3.998)  0.2445
H (4.081, -0.272, -2.352)  0.0507
H (3.009, -1.425, -1.581)  0.0527
H (2.220, 0.043, -1.772)  0.0367
H (1.059, -3.520, -4.297)  -0.1951

Charge: 0
E_HOMO: -8.3082 eV



It turns out run b is the most stable, with the second structure 0.0413 hartree higher.



Run a
Formula: C2H7N3
Source: the Open Molecules 2025 dataset
Level of theory: the ωB97M-V functional and the def2-TZVPD basis

Each line ends with the Löwdin charge.
Atoms and positions in Å:
H (2.226, 0.538, 0.609)  -0.0900
N (1.423, 0.868, 0.637)  0.1123
C (0.462, 0.196, 0.122)  -0.4925
C (0.935, -1.091, -0.707)  -0.0594
N (-0.795, 0.694, 0.273)  -0.0395
N (-1.939, -0.260, -0.104)  -0.0076
H (2.072, -1.068, -0.797)  0.0782
H (0.824, -2.218, -0.269)  0.0945
H (0.037, -1.105, -1.543)  0.0946
H (-0.855, 1.527, 0.733)  0.0802
H (-1.593, -1.286, 0.310)  0.1430
H (-1.924, -0.126, -1.176)  0.0862

Charge: 0
E_HOMO: -8.8341 eV



Run b
Formula: C2H7N3
Source: the Open Molecules 2025 dataset
Level of theory: the ωB97M-V functional and the def2-TZVPD basis

Each line ends with the Löwdin charge.
Atoms and positions in Å:
H (2.229, -0.299, 0.130)  0.0883
N (1.229, -0.273, 0.506)  0.0904
C (0.376, 0.178, -0.271)  -0.5169
N (0.781, 0.511, -1.621)  0.0600
C (-1.083, 0.210, 0.182)  -0.2580
N (-1.294, -0.688, 1.327)  -0.0313
H (1.664, 1.041, -1.516)  0.0869
H (-0.002, 0.843, -2.263)  0.1046
H (-1.744, -0.086, -0.657)  0.1030
H (-1.455, 1.293, 0.369)  0.1370
H (-0.583, -0.352, 1.962)  0.0392
H (-0.879, -1.623, 1.018)  0.0967

Charge: 0
E_HOMO: -9.6725 eV



It turns out run b is the most stable, with the second structure 0.1211 hartree higher.



Run a
Formula: C2H7N3
Source: the Open Molecules 2025 dataset
Level of theory: the ωB97M-V functional and the def2-TZVPD basis

Each line ends with the Löwdin charge.
Atoms and positions in Å:
H (1.932, 0.859, 3.249)  0.0266
N (2.327, -0.081, 3.334)  -0.0112
C (1.867, -0.678, 2.267)  -0.3765
N (2.115, -0.201, 1.013)  0.0758
H (1.044, -1.396, 2.326)  0.1084
H (2.790, 0.538, 0.896)  0.0909
H (1.351, -0.181, 0.350)  0.0859
C (-2.967, 0.465, -2.532)  -0.1632
N (-2.500, -0.641, -2.878)  0.0138
H (-3.586, 0.595, -1.638)  0.0587
H (-2.729, 1.429, -2.964)  0.0506
H (-1.645, -0.709, -3.421)  0.0402

Charge: 0
E_HOMO: -8.4696 eV



Run b
Formula: C2H7N3
Source: the Open Molecules 2025 dataset
Level of theory: the ωB97M-V functional and the def2-TZVPD basis

Each line ends with the Löwdin charge.
Atoms and positions in Å:
H (2.787, -1.231, -0.154)  0.0504
N (2.251, -0.342, 0.150)  0.0077
C (0.972, -0.220, -0.256)  -0.2847
N (0.223, 0.943, 0.224)  -0.0230
N (-1.173, 0.586, -0.288)  -0.1246
C (-1.872, -0.670, 0.220)  -0.1351
H (0.478, -1.024, -0.697)  0.0625
H (0.717, 1.890, 0.522)  0.1820
H (-1.318, 0.399, -1.234)  0.0506
H (-2.838, -0.591, -0.144)  0.0336
H (-2.099, -0.646, 1.305)  0.0734
H (-1.440, -1.767, 0.017)  0.1073

Charge: 0
E_HOMO: -9.0368 eV



Run c
Formula: C2H7N3
Source: the Open Molecules 2025 dataset
Level of theory: the ωB97M-V functional and the def2-TZVPD basis

Each line ends with the Löwdin charge.
Atoms and positions in Å:
H (0.414, -0.130, -2.359)  0.0489
N (-0.101, 0.478, -1.677)  0.0695
C (0.033, -0.197, -0.597)  -0.5186
N (0.054, -1.692, -0.828)  0.0376
N (0.149, -0.030, 0.762)  -0.0261
C (-0.103, 1.246, 1.486)  -0.0821
H (0.298, -1.785, -1.775)  0.0222
H (-0.918, -1.885, -1.027)  0.0681
H (0.515, -0.882, 1.200)  0.1302
H (-1.045, 1.894, 1.275)  0.1077
H (0.621, 1.953, 1.012)  0.0776
H (0.082, 1.030, 2.527)  0.0651

Charge: 0
E_HOMO: -8.6207 eV



It turns out run c is the most stable, with the second structure 0.0448 hartree higher.



Run a
Formula: C2H2N6
Source: the Open Molecules 2025 dataset
Level of theory: the ωB97M-V functional and the def2-TZVPD basis

Each line ends with the Löwdin charge.
Atoms and positions in Å:
C (0.268, -0.864, -0.132)  -0.5711
C (0.775, 1.061, -0.324)  -0.1490
H (0.519, -1.333, 1.715)  0.0157
H (1.385, 1.972, -0.086)  0.1217
N (-0.106, -1.486, 0.994)  0.1691
N (1.431, -0.136, -0.746)  0.2057
N (-0.433, 1.286, 0.372)  -0.0037
N (-1.542, 0.660, 0.301)  0.0324
N (-1.679, -0.211, -0.879)  0.0691
N (-0.620, -0.950, -1.215)  0.1100

Charge: 0
E_HOMO: -10.3545 eV



Run b
Formula: C2H2N6
Source: the Open Molecules 2025 dataset
Level of theory: the ωB97M-V functional and the def2-TZVPD basis

Each line ends with the Löwdin charge.
Atoms and positions in Å:
H (-1.913, 0.799, 1.965)  0.1249
N (-1.408, -0.122, 1.606)  0.1572
C (-0.912, -0.175, 0.467)  -0.4976
N (-0.030, -1.283, 0.144)  0.1227
C (1.093, -0.957, -0.454)  -0.1826
N (1.649, 0.326, -0.448)  0.0469
N (1.023, 1.370, -0.507)  0.0033
N (-0.152, 1.279, -1.159)  -0.0080
N (-1.053, 0.598, -0.769)  0.1014
H (1.704, -1.834, -0.845)  0.1317

Charge: 0
E_HOMO: -9.5775 eV



It turns out run b is the most stable, with the second structure 0.0797 hartree higher.



Run a
Formula: C2H2N6
Source: the Open Molecules 2025 dataset
Level of theory: the ωB97M-V functional and the def2-TZVPD basis

Each line ends with the Löwdin charge.
Atoms and positions in Å:
H (-2.281, -1.238, 0.896)  0.0831
N (-2.017, -0.233, 0.706)  0.1610
C (-1.009, -0.080, -0.050)  -0.4824
N (-0.512, 1.232, -0.423)  0.1402
C (0.741, 1.141, -0.320)  -0.2402
N (1.495, 0.443, 0.697)  0.0453
N (1.538, -0.766, 0.716)  0.0447
N (0.931, -1.353, -0.554)  0.0270
N (-0.253, -1.098, -0.804)  0.0783
H (1.367, 1.952, -0.865)  0.1429

Charge: 0
E_HOMO: -9.6302 eV



Run b
Formula: C2H2N6
Source: the Open Molecules 2025 dataset
Level of theory: the ωB97M-V functional and the def2-TZVPD basis

Each line ends with the Löwdin charge.
Atoms and positions in Å:
H (-0.512, 2.061, 1.852)  0.1304
N (0.112, 1.107, 1.947)  0.1276
C (0.442, 0.806, 0.734)  -0.4232
N (-0.282, 1.255, -0.412)  0.1095
C (-0.926, 0.541, -1.151)  -0.2610
N (-1.215, -0.847, -1.121)  0.0484
N (-0.424, -1.488, -0.402)  0.0108
N (1.041, -1.280, -0.123)  0.0404
N (1.408, -0.344, 0.524)  0.0641
H (-1.073, 1.041, -2.239)  0.1530

Charge: 0
E_HOMO: -9.4475 eV



It turns out run a is the most stable, with the second structure 0.0369 hartree higher.



Run a
Formula: C3H7NO
Source: the Open Molecules 2025 dataset
Level of theory: the ωB97M-V functional and the def2-TZVPD basis

Each line ends with the Löwdin charge.
Atoms and positions in Å:
O (2.759, 0.487, -0.088)  -0.0562
C (2.491, 1.057, 0.984)  -0.0837
H (3.304, 1.616, 1.398)  0.0755
H (1.473, 1.074, 1.424)  0.0749
C (-2.202, 0.210, -0.163)  0.1444
C (-1.359, -0.812, -0.186)  -0.0647
N (-0.278, -1.061, -1.096)  0.2018
H (-3.098, 0.350, -0.753)  0.1217
H (-2.071, 0.890, 0.639)  0.1025
H (-1.401, -1.539, 0.620)  0.1527
H (0.153, -0.303, -1.735)  0.1831
H (0.230, -1.968, -1.042)  0.1481

Expectation value of S²: 0.76
Charge: +1
E_HOMO (spin up / spin down): -13.6697 / -13.6693 eV
Spin multiplicity: 2



Run b
Formula: C3H7NO
Source: the Open Molecules 2025 dataset
Level of theory: the ωB97M-V functional and the def2-TZVPD basis

Each line ends with the Löwdin charge.
Atoms and positions in Å:
O (-1.227, 0.870, 1.118)  0.2393
C (-0.728, -0.176, 0.947)  -0.1260
C (0.568, -0.233, 0.039)  -0.3003
C (0.819, 1.012, -0.789)  -0.0182
N (0.274, -1.365, -0.821)  0.2383
H (-1.117, -1.139, 1.336)  0.1744
H (1.395, -0.428, 0.734)  0.1875
H (1.754, 0.867, -1.337)  0.1113
H (-0.021, 1.309, -1.401)  0.1046
H (1.030, 1.828, -0.106)  0.1061
H (-0.719, -1.539, -1.011)  0.1480
H (0.664, -1.191, -1.747)  0.1350

Expectation value of S²: 0.76
Charge: +1
E_HOMO (spin up / spin down): -16.4846 / -15.5052 eV
Spin multiplicity: 2



It turns out run b is the most stable, with the second structure 0.0375 hartree higher.



Run a
Formula: BrF2NS
Source: the Open Molecules 2025 dataset
Level of theory: the ωB97M-V functional and the def2-TZVPD basis

Each line ends with the Löwdin charge.
Atoms and positions in Å:
N (1.623, -0.232, -1.148)  -0.2131
F (0.320, 1.309, 0.575)  -0.3194
F (0.314, -1.011, 1.012)  -0.3184
S (0.410, -0.070, -0.366)  0.7763
Br (-2.667, 0.004, -0.073)  0.0746

Charge: 0
E_HOMO (spin up / spin down): -10.9449 / -10.9639 eV



Run b
Formula: BrF2NS
Source: the Open Molecules 2025 dataset
Level of theory: the ωB97M-V functional and the def2-TZVPD basis

Each line ends with the Löwdin charge.
Atoms and positions in Å:
N (0.911, -0.679, -0.748)  -0.7076
F (-1.466, -0.833, 0.539)  -0.3668
F (-1.523, 1.284, -0.300)  -0.3722
S (-0.402, 0.410, 0.520)  0.9955
Br (2.479, -0.182, -0.011)  0.4511

Charge: 0
E_HOMO (spin up / spin down): -8.7589 / -9.1978 eV



Run c
Formula: BrF2NS
Source: the Open Molecules 2025 dataset
Level of theory: the ωB97M-V functional and the def2-TZVPD basis

Each line ends with the Löwdin charge.
Atoms and positions in Å:
N (-0.041, -1.109, -1.525)  -0.5695
F (-0.783, -0.419, 1.026)  -0.4996
F (0.907, 1.345, 0.927)  -0.4783
S (0.671, -0.147, 1.623)  0.9063
Br (-0.755, 0.330, -2.051)  0.6411

Charge: 0
E_HOMO (spin up / spin down): -9.4279 / -9.3980 eV



It turns out run a is the most stable, with the second structure 0.0035 hartree higher.